1.
Molecular formula: C20H46Br6CaCl4CsF3N4O14S3
Method: DFT, ωB97M-V with the def2-TZVPD basis set

XYZ file:
```
102
Properties=species:S:1:pos:R:3:forces:R:3:lowdin_charge:R:1
C 2.060591 -1.232422 0.267352 -1.3 -0.5 -1.3 -0.081
C 2.699096 -2.105734 -0.991353 1.0 5.1 0.9 -0.628
O 3.269753 -1.264656 -2.035770 -2.0 -1.6 -0.1 -0.167
C 2.877849 -1.679228 -3.380973 1.3 1.0 -1.2 -0.162
C 2.111257 -0.457215 -4.143614 1.6 -0.7 -0.9 -0.142
O 0.663411 -0.577758 -4.136759 -0.9 -0.2 1.7 -0.127
C 0.156957 -0.798943 -2.812116 2.9 -0.9 0.0 -0.130
N -1.259162 -0.249535 -2.636827 1.1 -1.9 -0.7 -0.070
C -2.087428 -0.894658 -3.717795 -1.4 -2.4 -1.1 -0.078
C -3.576597 -1.352431 -3.208279 0.2 1.1 -0.7 -0.166
C -3.788198 -2.949579 -3.218012 -0.2 2.1 -0.5 -0.179
S -3.091803 -3.661249 -1.656610 -2.3 -3.5 3.0 0.747
O -3.762015 -4.981940 -1.428888 2.0 3.2 -1.1 -0.303
O -3.322650 -2.751848 -0.472740 0.5 -0.8 -2.9 -0.350
O -1.452767 -3.912222 -1.861183 -1.9 0.6 0.2 -0.193
N -1.170311 1.144908 -2.690189 -0.5 2.6 0.8 -0.070
C -2.473678 1.821827 -2.989173 -0.8 0.6 0.0 -0.070
C -0.762550 1.716853 -1.348688 3.6 3.0 2.5 -0.332
C -1.594081 1.490921 0.002863 0.1 -1.2 -0.5 0.011
O 0.264084 2.444573 -1.258599 -4.3 -3.3 -1.3 0.107
H 2.389498 -0.136395 0.246382 -0.1 -1.8 0.1 0.103
H 2.195591 -1.753389 1.304197 0.8 0.8 -0.5 0.035
H 0.912446 -1.214839 0.065889 1.5 0.1 0.2 0.054
H 3.584639 -2.721074 -0.512229 -1.1 2.2 -1.3 0.039
H 1.841736 -2.817011 -1.335779 1.6 6.1 -1.7 -0.210
H 2.319008 -2.690468 -3.448900 0.5 1.7 0.3 0.133
H 3.872966 -1.830273 -3.974691 -1.9 0.2 1.1 0.096
H 2.435138 -0.548792 -5.251066 -0.9 0.2 1.7 0.128
H 2.475084 0.586975 -3.810463 -0.7 -1.9 0.0 0.099
H 0.900472 -0.344191 -2.073526 -1.5 -0.2 -0.6 0.145
H 0.145332 -1.937326 -2.588765 -0.5 1.8 -0.3 0.139
H -1.585012 -0.639990 -1.726215 0.0 0.4 -0.2 0.176
H -2.115726 -0.323128 -4.706130 0.2 -0.4 1.8 0.164
H -1.558441 -1.894916 -3.965662 -0.6 1.8 0.4 0.141
H -3.812941 -0.863473 -2.190160 0.3 -1.0 -1.5 0.108
H -4.332590 -0.891941 -3.946644 1.1 -0.9 1.1 0.141
H -3.378721 -3.406196 -4.181208 -0.3 0.3 1.6 0.143
H -4.932399 -3.118998 -3.194741 2.0 -0.2 0.4 0.144
H -1.213200 -4.681594 -1.289510 -0.5 0.4 -0.3 0.106
H -2.356991 2.938248 -2.719500 -0.1 -1.8 -0.4 0.138
H -3.288783 1.392252 -2.309504 1.0 0.7 -1.2 -0.005
H -2.740903 1.797605 -4.104919 0.4 -0.2 1.7 0.089
H -2.718592 1.358929 -0.144464 1.4 0.4 0.1 0.064
H -1.209825 0.495680 0.454905 -0.5 1.5 -0.5 0.102
H -1.335657 2.311635 0.757576 -0.1 -1.1 -1.3 0.087
F 3.073858 -2.143723 2.824539 -0.5 -0.3 -1.1 -0.699
O -6.100050 -3.112046 0.674173 -0.1 0.2 0.1 0.336
H -5.976126 -3.214716 1.646456 0.0 0.0 -0.2 0.214
H -5.232390 -2.982665 0.210040 0.6 -0.1 0.0 0.134
H -6.731641 -2.386933 0.467334 0.1 -0.2 0.2 0.205
C -5.609196 4.230055 -1.257483 0.0 0.7 0.1 -1.571
Br -5.659053 2.360813 -1.784295 -0.3 0.1 0.1 0.566
Br -4.277838 4.555659 0.114625 -0.2 -0.2 -0.3 0.592
Br -5.370778 5.395145 -2.786183 0.0 -0.3 0.5 0.574
H -6.579779 4.465201 -0.822765 0.2 -0.2 -0.1 -0.018
N 4.497814 -6.048890 4.015121 0.0 -1.5 -1.7 -0.298
S 4.292138 -6.981908 5.268512 0.9 0.4 6.9 0.509
O 3.960914 -8.382794 5.010371 0.3 0.2 -2.2 -0.417
O 3.713570 -6.400502 6.443512 0.0 -0.5 -2.3 -0.175
F 5.807664 -7.127843 5.734009 -0.3 0.2 -1.3 -0.153
S 3.139991 -5.774420 3.266580 -3.8 6.0 -0.1 0.470
O 3.310628 -5.203549 1.941752 1.2 -1.6 0.8 -0.471
O 2.055294 -5.213844 4.013737 1.9 -1.2 -0.4 -0.178
F 2.594456 -7.244858 2.905160 -0.2 -1.8 -0.7 -0.357
C 5.208030 1.563847 -5.733826 0.2 0.3 -0.2 -2.002
Cl 6.839683 2.251644 -5.844675 -0.4 -0.2 0.1 0.555
Cl 4.336365 2.318622 -4.380354 0.2 0.0 -0.2 0.551
Cl 4.332651 1.868488 -7.249027 0.1 -0.1 0.3 0.530
Cl 5.317448 -0.188578 -5.456604 0.1 0.2 -0.1 0.554
Cs 2.236688 -4.383195 -0.577286 -0.9 -10.8 3.9 1.513
C -3.706590 5.588442 -6.737842 0.1 0.3 -0.2 -1.595
Br -1.853793 5.989687 -6.330465 -0.4 -0.1 0.0 0.577
Br -4.290792 3.944275 -5.887277 0.1 0.1 -0.2 0.503
Br -4.878166 7.072768 -6.309492 0.2 -0.4 0.0 0.583
H -3.770356 5.430897 -7.813492 0.0 0.0 0.3 -0.022
C -0.170511 3.585671 7.113599 -0.1 0.3 -0.1 -0.114
O 0.529539 4.596384 6.403450 0.0 -0.4 0.2 -0.202
C 1.947323 4.415625 6.423468 0.2 0.4 -0.4 -0.204
C 2.460916 4.079045 5.023420 -0.4 -0.3 0.4 -0.205
N 2.039559 2.736323 4.617627 0.2 0.4 -0.2 -0.046
C 2.286310 2.448574 3.203553 -0.4 -0.2 0.2 -0.187
C 1.504537 3.276957 2.171234 0.5 -0.4 -0.2 -0.205
O 0.098037 3.032063 2.176486 0.0 0.4 0.1 -0.230
C -0.632941 3.809209 3.116292 -0.2 -0.3 -0.1 -0.084
H -1.223277 3.870831 7.158099 0.1 0.1 -0.1 0.087
H -0.093362 2.622735 6.601752 0.0 -0.2 0.1 0.077
H 0.204785 3.497631 8.137333 0.0 -0.1 0.0 0.091
H 2.257975 3.663150 7.156502 -0.2 -0.1 -0.1 0.125
H 2.380949 5.372911 6.730226 0.0 -0.1 0.0 0.122
H 3.554076 4.131376 5.018497 0.0 0.0 0.0 0.125
H 2.074407 4.839183 4.335702 0.1 0.3 0.1 0.101
H 1.047283 2.634992 4.795949 0.1 0.0 0.1 0.066
H 2.027921 1.394581 3.053033 0.1 0.0 -0.1 0.120
H 3.358996 2.539861 3.001917 -0.1 0.1 0.0 0.123
H 1.854561 2.967807 1.180653 -0.1 0.0 0.0 0.109
H 1.717114 4.348875 2.241282 -0.2 0.0 0.1 0.113
H -0.184412 4.790165 3.288264 0.1 -0.1 0.1 0.097
H -0.733632 3.265004 4.056138 0.0 0.2 0.2 0.076
H -1.641639 3.956784 2.719551 0.0 0.0 -0.1 0.074
O 0.546531 -8.138486 5.237403 -0.5 -0.1 -0.8 -0.399
H 1.493275 -8.199907 5.189167 0.8 -0.1 0.3 -0.209
Ca 4.361173 -8.599373 2.646984 -0.3 -0.1 1.4 1.591
```
Forces are in eV/Å.

Lowest unoccupied orbital energy: -6.5 eV
2S+1: 1
Charge: +2
HOMO: -8.90 eV

***

2.
Molecular formula: C31H28F13NO6S2
Method: DFT, ωB97M-V with the def2-TZVPD basis set

XYZ file:
```
81
Properties=species:S:1:pos:R:3:forces:R:3:lowdin_charge:R:1
N -7.766060 2.285870 -4.854636 0.0 -0.8 -0.1 -0.027
C -7.287330 1.063603 -5.586533 0.3 0.2 0.8 -0.204
C -8.197705 -0.242448 -5.246071 1.0 0.8 -1.0 -0.306
O -8.926011 -0.601395 -6.459594 0.9 -0.3 1.0 -0.065
C -7.245732 -1.416109 -4.730285 0.7 0.9 -1.2 -0.186
O -7.874674 -2.369815 -3.833426 0.0 0.3 1.5 -0.316
S -8.326426 -1.664056 -2.386001 -4.8 -0.1 -1.5 1.026
O -9.737192 -2.154103 -2.156882 4.3 0.8 -0.4 -0.367
O -7.459549 -2.389896 -1.078756 2.7 0.3 1.1 -0.433
S -6.155030 -1.415519 -0.614497 -2.6 6.3 -1.6 0.797
O -6.390470 -0.663727 0.645982 0.8 -3.5 -2.2 -0.237
O -5.967153 -0.428438 -1.745756 0.3 -3.5 2.5 -0.339
C -4.681194 -2.532882 -0.605512 -0.4 -4.3 -1.4 -0.319
F -4.978996 -3.644907 0.224188 0.9 2.8 -1.3 0.078
F -4.621768 -3.096647 -1.911679 -0.2 1.4 2.6 0.069
C -3.263348 -1.876655 -0.341116 2.3 -0.4 -1.5 -0.220
F -2.377385 -2.869578 0.161028 -2.3 2.3 -0.8 0.099
F -2.725213 -1.525294 -1.605719 -1.4 -0.4 2.7 0.105
C -3.169747 -0.581638 0.567967 1.9 2.4 -0.2 -0.200
F -3.763358 0.571740 0.007065 0.8 -3.1 1.0 0.106
F -1.782766 -0.249830 0.598247 -2.7 -1.0 -0.1 0.072
C -3.591110 -0.734895 2.103397 1.1 1.1 2.5 -0.351
F -4.385134 -1.828688 2.398816 1.0 2.6 -0.9 0.117
F -4.129258 0.486339 2.527957 0.6 -3.1 -0.9 0.130
F -2.411503 -0.893421 2.865927 -2.6 0.0 -1.6 0.106
H -8.795454 2.296345 -4.821013 0.7 0.1 -0.1 0.068
H -7.439924 2.261881 -3.880324 -0.2 0.0 -0.6 0.065
H -7.252621 1.286592 -6.704540 -0.4 -0.5 1.4 0.122
H -6.198004 0.918721 -5.261708 -1.5 0.1 -0.5 0.118
H -8.973465 0.108177 -4.497224 0.9 -0.8 -0.8 0.139
H -8.246942 -0.874875 -7.107250 -0.6 0.2 0.4 0.091
H -6.285862 -0.979333 -4.291472 -1.4 -0.6 -0.2 0.115
H -6.926297 -2.009329 -5.658961 -0.5 0.6 1.5 0.152
F -2.814526 -6.487499 5.712848 0.0 0.0 0.1 0.063
C -2.541103 -6.070046 4.467011 0.1 0.2 -0.6 -0.287
C -1.734942 -6.846413 3.651064 0.1 -0.2 0.1 -0.017
C -1.456362 -6.415426 2.358742 -0.2 0.2 0.1 -0.075
C -1.978277 -5.208022 1.900695 0.1 -0.2 0.0 -0.091
C -2.781188 -4.436534 2.730913 0.2 -0.4 0.1 -0.084
C -3.070137 -4.870792 4.019926 -0.1 0.1 0.1 -0.002
H -1.331100 -7.778827 4.027243 -0.1 0.0 0.0 0.117
H -0.832688 -7.019023 1.708855 0.0 0.0 0.1 0.106
H -1.755874 -4.872568 0.894841 0.0 -0.1 0.1 0.088
H -3.180992 -3.500453 2.376882 0.1 -0.3 0.1 0.057
H -3.701992 -4.285029 4.677162 0.0 0.0 0.0 0.119
F 1.898665 1.215742 -4.562124 0.0 0.0 -0.2 0.057
C 1.748982 1.376555 -3.236719 -0.1 0.1 0.7 -0.289
C 0.712961 0.726508 -2.585759 -0.1 -0.1 -0.1 -0.017
C 0.560891 0.888881 -1.212851 0.2 0.2 0.0 -0.078
C 1.440322 1.707915 -0.509208 -0.1 -0.1 -0.1 -0.084
C 2.474504 2.359908 -1.174830 -0.3 -0.1 0.0 -0.072
C 2.633341 2.188982 -2.545834 0.1 0.0 -0.1 -0.010
H 0.033723 0.099801 -3.151743 0.1 0.0 0.0 0.113
H -0.241305 0.378990 -0.692279 0.2 0.1 -0.2 0.077
H 1.318259 1.837427 0.561161 0.0 0.0 -0.1 0.102
H 3.155052 2.999732 -0.627190 -0.4 -0.3 -0.2 0.080
H 3.437786 2.681476 -3.079367 -0.1 0.0 0.0 0.112
F 4.871620 3.700436 -0.241955 0.3 0.3 0.1 0.033
C 6.156723 3.332713 -0.396049 0.9 -0.2 -0.1 -0.277
C 6.853124 2.824717 0.688322 -0.2 0.0 0.1 -0.010
C 8.179802 2.439935 0.527612 -0.1 0.1 -0.3 -0.075
C 8.796956 2.577920 -0.712972 0.0 0.0 0.0 -0.091
C 8.088190 3.094165 -1.793345 0.0 -0.1 0.3 -0.082
C 6.758400 3.468875 -1.636142 -0.2 0.1 -0.1 -0.019
H 6.358206 2.732546 1.647969 0.0 0.0 -0.1 0.118
H 8.732209 2.033999 1.367218 -0.1 0.1 -0.1 0.088
H 9.833258 2.281597 -0.836373 -0.1 0.0 0.0 0.103
H 8.571298 3.204804 -2.757812 -0.1 0.0 0.1 0.105
H 6.188489 3.864584 -2.468508 0.0 0.0 0.1 0.114
F 10.290759 1.821414 3.178283 0.1 -0.1 -0.1 0.050
C 9.977740 2.555254 4.259725 -0.2 0.5 0.7 -0.291
C 9.824573 3.926028 4.129566 0.0 0.0 -0.2 -0.020
C 9.495601 4.684744 5.247535 0.0 -0.3 0.1 -0.082
C 9.334262 4.065342 6.484001 0.0 0.1 0.0 -0.097
C 9.495612 2.688374 6.602837 0.0 0.2 -0.2 -0.083
C 9.813784 1.927314 5.483475 0.0 -0.2 0.0 -0.018
H 9.962193 4.391321 3.160540 0.0 -0.1 0.0 0.116
H 9.365752 5.757242 5.155813 0.0 -0.1 0.0 0.105
H 9.081919 4.658742 7.356405 0.0 -0.1 -0.1 0.101
H 9.373635 2.207855 7.567196 0.0 0.0 -0.1 0.105
H 9.934572 0.853007 5.555597 0.0 0.1 0.0 0.117
```
Forces are in eV/Å.

Lowest unoccupied orbital energy: -1.4 eV
2S+1: 1
Charge: 0
HOMO: -9.13 eV

***

3.
Molecular formula: C2HF3O2
Method: DFT, ωB97M-V with the def2-TZVPD basis set

XYZ file:
```
8
Properties=species:S:1:pos:R:3:forces:R:3:lowdin_charge:R:1
C -0.887718 -0.714192 0.008233 3.6 1.2 -0.5 -0.008
C -1.048506 0.579433 0.145157 -0.1 1.8 -0.1 -0.288
O 2.085745 -0.180924 0.249981 1.3 3.0 -0.6 -0.058
O 1.464319 -1.127062 -0.331962 -4.6 -2.9 -0.4 -0.096
F -1.525058 -1.799472 0.103736 -1.0 -0.8 0.3 0.170
F -2.140460 1.347089 0.458117 1.2 -1.5 -0.3 0.090
F -0.016456 1.449395 -0.110293 -1.2 -1.2 0.3 0.063
H 2.068131 0.445731 -0.522968 0.8 0.4 1.5 0.128
```
Forces are in eV/Å.

Energy above the lowest of the compared OMol25 structures with the same formula, charge and spin: 925.2 kJ/mol
Lowest unoccupied orbital energy (spin up / spin down): -2.1 / -2.1 eV
2S+1: 1
Charge: 0
HOMO (spin up / spin down): -9.49 / -9.49 eV

***

4.
Molecular formula: C7H10
Method: DFT, ωB97M-V with the def2-TZVPD basis set

XYZ file:
```
17
Properties=species:S:1:pos:R:3:forces:R:3:lowdin_charge:R:1
C 0.283589 1.572906 -1.033684 -0.1 0.1 -0.1 -0.083
C 1.523654 0.902930 -0.503405 0.2 -0.1 0.1 -0.078
C 0.177261 0.297518 -0.259946 0.1 0.0 0.0 -0.433
C -0.368094 -1.025247 -0.786965 0.1 -0.1 -0.1 -0.078
C -1.164065 -1.197065 0.528401 -0.2 -0.2 0.1 -0.344
C -0.611205 -1.686391 1.752220 0.1 0.1 -0.3 0.076
C -0.517122 0.177401 1.097918 0.1 0.4 0.2 -0.099
H 0.094243 1.532804 -2.103635 0.0 0.0 0.2 0.104
H -0.044320 2.491706 -0.552872 0.1 -0.2 -0.1 0.104
H 2.181731 0.408225 -1.213905 -0.1 0.1 0.1 0.105
H 2.036633 1.371315 0.333734 -0.1 -0.1 -0.1 0.105
H -0.988787 -0.927997 -1.683098 0.1 0.0 0.1 0.112
H 0.375479 -1.813470 -0.943923 -0.1 0.1 0.0 0.114
H -2.251205 -1.131519 0.458488 0.2 0.0 0.0 0.124
H 0.458429 -1.914620 1.558452 -0.1 0.0 0.0 0.034
H 0.153222 0.083425 1.968466 -0.1 0.0 -0.1 0.109
H -1.286839 0.904652 1.358996 0.1 -0.1 -0.1 0.128
```
Forces are in eV/Å.

Energy above the lowest of the compared OMol25 structures with the same formula, charge and spin: 492.4 kJ/mol
Lowest unoccupied orbital energy: 1.0 eV
2S+1: 1
Charge: 0
HOMO: -8.24 eV

***

5.
Molecular formula: C9H17AuNOP
Method: DFT, ωB97M-V with the def2-TZVPD basis set

XYZ file:
```
30
Properties=species:S:1:pos:R:3:forces:R:3:mulliken_spin:R:1
C 1.322301 3.322712 -0.152337 0.2 2.7 2.2 0.190
C 2.162627 3.048212 -1.268166 0.0 -0.9 -2.2 0.368
C 1.339033 2.382211 -2.243716 1.5 0.7 -2.6 -0.019
C 0.049516 2.343946 -1.743909 -2.0 -0.5 -1.8 0.325
C 0.108495 2.713950 -0.357802 -3.4 3.1 1.2 0.145
Au 1.471640 0.944189 -0.730804 2.0 -5.1 1.0 0.372
P 2.169553 0.617277 1.517715 0.7 0.6 -1.0 0.374
H 1.520903 4.039032 0.687109 0.0 -1.2 -0.8 0.027
H 3.168819 3.136587 -1.624341 0.6 0.6 1.1 -0.056
H 1.725691 1.687532 -3.068763 -0.7 2.0 0.6 -0.051
H -0.772299 2.775423 0.376580 1.5 -0.1 -1.4 0.003
H -0.757842 2.167839 -2.490290 0.2 -0.4 1.5 -0.012
H 0.961239 1.094866 2.169561 1.1 -0.6 0.6 0.092
H 3.279797 1.596853 1.721387 -0.9 -1.4 0.7 0.012
H 2.491331 -0.817296 1.471309 -0.1 1.2 1.1 -0.011
C -2.037824 -3.340012 0.291680 -0.2 -0.1 -0.1 0.007
N -1.609265 -2.056331 0.791249 0.7 0.4 -0.7 -0.078
C -1.927710 -1.666463 2.147751 -0.3 0.0 0.6 0.021
C -0.721514 -1.295060 0.108429 0.1 0.8 2.0 0.137
C -0.367314 -1.617521 -1.323593 -0.4 -0.6 -0.3 0.308
O -0.247431 -0.343063 0.786362 -0.5 -0.9 -1.8 -0.157
H -2.696026 -3.748501 1.076259 0.2 -0.2 -0.8 0.002
H -1.157341 -3.985655 0.116242 -0.6 0.0 0.1 -0.007
H -2.567040 -3.178611 -0.660564 -0.1 -0.5 0.4 0.000
H -1.052751 -1.542596 2.807268 -0.2 -0.1 -0.5 0.012
H -2.499844 -0.723979 2.191821 0.3 -0.3 -0.2 -0.002
H -2.547501 -2.476229 2.530778 0.0 0.2 0.3 0.013
H -0.517336 -0.737708 -1.952578 0.2 0.1 0.2 0.032
H 0.684893 -1.916697 -1.411394 -0.2 0.3 0.2 0.014
H -0.976799 -2.424905 -1.763244 0.1 0.3 0.3 -0.058
```
Forces are in eV/Å.

Expectation value of S²: 2.014
Lowest unoccupied orbital energy (spin up / spin down): 0.7 / -0.9 eV
2S+1: 3
Charge: 0
HOMO (spin up / spin down): -3.21 / -6.97 eV

***

- Look up the 2S+1 of the third one.
  1